Molecular formula: C14H42NO17
Method: DFT, ωB97M-V with the def2-TZVPD basis set

Calculated values
2S+1 = 1
Charge = -1
Relative energy (zero: lowest compared OMol25 entry of this formula, charge and spin) = 57.3 kcal/mol
E_HOMO = -7.1769 eV
Molar mass = 496.5 u

Last columns: bonded neighbours and bond lengths (Å).
Cartesian coordinates (Å):
1 N 0.12433 0.17291 -0.01953  O2 1.254, O3 1.208, O4 1.182
2 O 0.60563 1.16458 -0.61653  N1 1.254
3 O -1.07926 0.07470 0.02654  N1 1.208
4 O 0.80348 -0.49229 0.68220  N1 1.182
5 C -3.78292 -1.53520 -1.37524  C6 1.620, O8 1.466, H9 1.090, H10 1.090
6 C -3.45040 -2.48188 -0.10389  C5 1.620, O7 1.415, H11 1.090, H12 1.090
7 O -2.12301 -2.97157 -0.06815  C6 1.415, H13 0.960
8 O -3.44898 -0.12509 -1.15307  C5 1.466, H14 0.960
9 H -4.81737 -1.56207 -1.71773  C5 1.090
10 H -3.16624 -1.86354 -2.21190  C5 1.090
11 H -4.05608 -3.33935 -0.39714  C6 1.090
12 H -3.78470 -1.97944 0.80380  C6 1.090
13 H -1.55329 -2.20840 -0.18893  O7 0.960
14 H -2.58913 -0.08989 -0.72761  O8 0.960
15 C 2.36910 2.63405 2.74213  C16 1.579, O18 1.498, H19 1.090, H20 1.090
16 C 3.25314 1.95663 1.62224  C15 1.579, O17 1.370, H21 1.090, H22 1.090
17 O 3.12781 2.66492 0.45570  C16 1.370, H23 0.960
18 O 2.32100 1.84956 4.01774  C15 1.498, H24 0.960
19 H 1.31285 2.83632 2.56461  C15 1.090
20 H 2.73565 3.62912 2.99430  C15 1.090
21 H 2.83836 1.00356 1.29403  C16 1.090
22 H 4.21486 1.83789 2.12134  C16 1.090
23 H 2.35797 2.31075 0.00457  O17 0.960
24 H 2.64006 0.99279 3.72492  O18 0.960
25 C 1.38736 -1.98101 4.00697  C26 1.610, O28 1.426, H29 1.090, H30 1.090
26 C 1.11819 -3.16493 2.94898  C25 1.610, O27 1.394, H31 1.090, H32 1.090
27 O 1.23772 -4.40030 3.58347  C26 1.394, H33 0.960
28 O 1.72672 -0.74402 3.38374  C25 1.426, H34 0.960
29 H 2.26542 -2.31129 4.56196  C25 1.090
30 H 0.47038 -1.89009 4.58918  C25 1.090
31 H 1.79248 -3.01171 2.10638  C26 1.090
32 H 0.11629 -3.08384 2.52742  C26 1.090
33 H 0.88356 -5.08676 3.01344  O27 0.960
34 H 0.92019 -0.47326 2.93900  O28 0.960
35 C 0.38309 -2.11039 -4.58255  C36 1.533, O38 1.463, H39 1.090, H40 1.090
36 C -0.36219 -2.75628 -3.40939  C35 1.533, O37 1.431, H41 1.090, H42 1.090
37 O -0.15981 -1.89613 -2.28325  C36 1.431, H43 0.960
38 O 1.80162 -2.05607 -4.22848  C35 1.463, H44 0.960
39 H -0.22250 -1.22588 -4.78001  C35 1.090
40 H 0.13076 -2.71311 -5.45499  C35 1.090
41 H -0.12052 -3.81867 -3.37745  C36 1.090
42 H -1.44059 -2.84616 -3.54003  C36 1.090
43 H 0.52370 -2.25250 -1.71105  O37 0.960
44 H 1.69907 -1.46622 -3.47804  O38 0.960
45 C -1.15303 4.43088 -1.12833  C46 1.542, O48 1.414, H49 1.090, H50 1.090
46 C -2.00664 3.48981 -2.00163  C45 1.542, O47 1.441, H51 1.090, H52 1.090
47 O -1.09818 2.66133 -2.75393  C46 1.441, H53 0.960
48 O -0.82819 3.89193 0.13776  C45 1.414, H54 0.960
49 H -1.76978 5.32950 -1.11409  C45 1.090
50 H -0.24580 4.69885 -1.66983  C45 1.090
51 H -2.68115 4.06111 -2.63941  C46 1.090
52 H -2.63144 2.94726 -1.29216  C46 1.090
53 H -0.83254 2.04088 -2.07124  O47 0.960
54 H -0.28387 3.10743 0.03840  O48 0.960
55 C -2.06488 -0.66150 3.80199  C56 1.577, O58 1.456, H59 1.090, H60 1.090
56 C -2.23042 -0.91188 5.35006  C55 1.577, O57 1.438, H61 1.090, H62 1.090
57 O -2.02525 0.40548 5.88760  C56 1.438, H63 0.960
58 O -0.92374 0.10089 3.31550  C55 1.456, H64 0.960
59 H -2.99510 -0.17923 3.50164  C55 1.090
60 H -2.07838 -1.67842 3.40982  C55 1.090
61 H -1.57445 -1.70769 5.70289  C56 1.090
62 H -3.27761 -1.19902 5.44515  C56 1.090
63 H -1.15848 0.75324 5.66540  O57 0.960
64 H -0.87306 0.00195 2.36196  O58 0.960
65 C 2.78754 1.55989 -5.04024  C66 1.560, O68 1.415, H69 1.090, H70 1.090
66 C 2.20913 1.73763 -3.60204  C65 1.560, O67 1.419, H71 1.090, H72 1.090
67 O 1.44257 0.63093 -3.15210  C66 1.419, H73 0.960
68 O 3.56006 0.37663 -5.11020  C65 1.415, H74 0.960
69 H 3.34990 2.45508 -5.30576  C65 1.090
70 H 1.90331 1.35671 -5.64435  C65 1.090
71 H 1.57050 2.62046 -3.57284  C66 1.090
72 H 2.93308 1.83949 -2.79357  C66 1.090
73 H 0.95039 0.91305 -2.37765  O67 0.960
74 H 3.02139 -0.26299 -4.63870  O68 0.960